[1]
This record from the OMol25 dataset describes a cluster of 3 separate species, C23H15BF3N4O6S in total in a non-equilibrium geometry. The level of theory is ωB97M-V/def2-TZVPD.

XYZ file:
```
53
Properties=species:S:1:pos:R:3:forces:R:3
C 4.2240 0.5916 3.7485 0.3 -0.3 -0.3
C 2.9669 1.3595 3.6222 -0.8 1.4 0.5
C 2.7687 2.7135 3.8980 0.3 -1.1 -0.3
C 1.4401 3.1383 3.7079 -0.8 -1.1 -0.5
C 0.5961 2.1244 3.2117 1.0 -0.2 4.2
B 3.0394 1.2879 -1.0709 -1.0 -0.3 1.7
C -0.8425 2.0726 3.5149 -0.4 0.5 -0.3
C -1.5843 0.9003 3.3338 -0.2 -0.1 -0.1
C -2.9695 0.8989 3.4661 0.3 0.3 0.2
C -3.6172 2.0885 3.7893 -0.5 -0.3 -0.1
C -5.1160 2.1516 3.8801 -0.2 0.1 -0.1
F -5.5306 2.5080 5.1387 0.1 -0.2 -0.9
F -5.6209 3.0917 3.0165 0.1 -0.7 0.8
F -5.7202 0.9682 3.5795 0.3 0.8 0.3
C -2.9022 3.2552 4.0295 0.4 0.0 0.1
C -1.5175 3.2392 3.9432 -0.1 -0.2 -0.2
O 3.6829 2.6452 -1.1040 0.5 -0.4 0.5
C 4.9366 2.4671 -0.6414 0.8 -0.6 -0.4
C 5.2070 1.0849 -0.4150 0.2 0.7 -0.6
C 6.5110 0.6379 -0.2383 -0.7 0.1 0.1
C 7.5299 1.5913 -0.2364 0.3 0.6 0.1
C 7.2536 2.9603 -0.3697 0.3 -0.4 0.1
C 5.9484 3.4156 -0.5809 -0.5 -0.4 0.1
O 4.1058 0.3389 -0.6219 -0.1 0.5 -0.1
S 1.4773 0.5975 3.2120 0.2 0.8 0.2
H 4.9393 1.1340 4.3743 -0.1 -0.1 -0.1
H 4.0146 -0.3858 4.1966 0.2 0.1 -0.1
H 4.6755 0.4361 2.7599 0.0 -0.1 0.2
H 3.5728 3.3483 4.2630 -0.1 -0.1 -0.2
H 1.0977 4.1488 3.8891 0.1 -0.2 0.0
H -1.0794 -0.0252 3.0515 -0.1 0.3 0.0
H -3.5373 -0.0147 3.3180 0.1 0.2 0.0
H -3.4181 4.1831 4.2761 0.1 -0.3 0.0
H -0.9595 4.1441 4.1887 -0.2 -0.3 -0.3
H 6.7029 -0.4291 -0.1407 0.0 0.2 -0.1
H 8.5659 1.2593 -0.1397 -0.3 0.1 0.1
H 8.0678 3.6845 -0.3297 -0.1 -0.2 0.0
H 5.6946 4.4614 -0.7219 0.2 -0.1 -0.1
O 0.3630 4.7220 1.5592 -1.1 -1.0 -0.7
N -0.4896 3.9400 1.0726 -0.9 0.7 0.8
C -0.1570 2.5892 0.8316 0.1 0.4 -0.4
C 1.1995 2.1792 0.9259 0.2 0.6 -4.2
C 1.6257 1.3961 -0.1570 -0.6 -0.6 -1.3
N 1.5842 3.1363 -2.5285 1.5 -0.2 -3.2
O 2.3075 3.2265 -3.4099 -2.6 -0.2 3.0
O 2.4785 0.8996 -2.3710 -0.7 -0.9 -0.2
N 1.0639 0.8885 -2.4238 1.3 0.9 0.7
C 0.6056 1.0338 -1.1383 1.3 1.2 0.9
N -0.7313 1.0845 -0.9268 -0.5 -0.1 0.6
C -1.1170 1.8446 0.0845 0.7 0.0 -0.6
O -1.6557 4.3021 0.7612 1.5 0.0 0.5
H 1.9507 2.7747 1.4258 -0.2 -0.1 0.0
H -2.1853 1.9721 0.3047 0.5 -0.1 -0.3
```
Forces are in eV/Å.

Calculated values
Largest force on an atom, Eh/bohr: 0.0847
Lowest unoccupied orbital energy, eV: 1.2133
Energy relative to the best compared isomer or geometry (same formula, charge and spin), kcal per mole: 17.23
Net charge: -1
Spin multiplicity: 1

For each atom in turn, the Mulliken charge in e is:
1 C -1.237
2 C 0.853
3 C -1.085
4 C -0.102
5 C 0.827
6 B 1.449
7 C 1.287
8 C -0.821
9 C -0.995
10 C 0.439
11 C 0.875
12 F -0.267
13 F -0.261
14 F -0.292
15 C -1.124
16 C -0.604
17 O -0.641
18 C 0.496
19 C 0.654
20 C -0.953
21 C -0.447
22 C -0.452
23 C -0.907
24 O -0.675
25 S -0.356
26 H 0.373
27 H 0.353
28 H 0.164
29 H 0.394
30 H 0.337
31 H 0.296
32 H 0.427
33 H 0.356
34 H 0.226
35 H 0.424
36 H 0.340
37 H 0.348
38 H 0.425
39 O -0.702
40 N 1.367
41 C 0.071
42 C -0.274
43 C -0.243
44 N 0.415
45 O -0.159
46 O -0.311
47 N -0.660
48 C -0.096
49 N -0.707
50 C -0.519
51 O -0.745
52 H 0.928
53 H 0.513



[2]
This record from the OMol25 dataset describes a structure of composition C24H16CdN4O4S in a non-equilibrium geometry. The level of theory is ωB97M-V/def2-TZVPD.

XYZ file:
```
50
Properties=species:S:1:pos:R:3:forces:R:3
Cd 1.6195 1.6401 0.5748 -1.1 -1.4 -0.8
O 0.7905 2.5340 -1.6599 -0.3 -0.5 0.5
S -0.6199 2.6054 -1.2440 0.9 0.8 1.4
O -1.1967 3.9181 -1.3968 -0.4 -0.5 -0.2
N -0.5743 2.0609 0.3027 2.7 0.6 -1.7
C -1.6405 1.9163 1.0938 -2.1 0.7 -0.5
C -2.9031 2.3547 0.5911 0.4 -1.4 1.5
C -4.0553 1.8675 1.1785 1.2 -1.1 2.4
C -4.0089 1.0959 2.4063 -2.4 1.1 -1.9
C -2.7989 0.8644 3.0071 1.9 0.0 -0.4
C -2.6618 0.1990 4.2632 0.8 1.6 -1.2
C -1.4044 0.0322 4.6949 1.6 -1.9 2.1
C -0.2239 0.2280 3.9159 0.7 0.3 -0.3
N -0.2972 0.8892 2.7949 0.1 -0.1 -0.4
C -1.5375 1.2658 2.3468 -1.5 -0.6 0.2
C -1.4874 1.3821 -2.1594 0.6 1.0 -0.7
C -2.0748 1.7315 -3.3634 0.5 1.0 -0.2
C -2.5141 0.8050 -4.2767 -1.4 0.2 0.2
C -2.3454 -0.5173 -3.9955 1.2 -0.2 2.5
C -1.6399 -0.8843 -2.8162 0.1 0.2 0.2
C -1.2117 0.0826 -1.8675 -0.8 -2.7 -1.3
H -2.9628 2.9600 -0.2887 0.0 0.1 -0.3
H -4.9394 2.0932 0.6598 -1.4 0.1 -0.2
H -4.9771 0.7040 2.8673 1.5 0.6 -0.7
H -3.5100 0.0572 4.8810 -0.7 -0.4 0.5
H -1.2316 -0.3959 5.6943 -0.2 0.1 -0.4
H 0.8247 -0.1629 4.1877 -1.9 0.7 0.0
H -2.1036 2.7578 -3.6705 -0.3 0.6 0.3
H -3.2199 1.1016 -5.0566 0.7 0.1 -0.1
H -2.8782 -1.2257 -4.5411 -0.3 -1.4 -1.1
H -1.3883 -1.9340 -2.5884 -0.5 0.6 -0.2
H -0.7419 -0.3009 -0.9749 0.2 0.4 0.2
N 3.4394 3.5293 2.5962 0.2 -1.0 -0.8
C 2.5259 3.0567 2.0450 1.5 0.7 0.7
H 4.4662 3.5165 2.7077 -1.1 0.4 0.2
O 4.4649 0.2686 -1.3363 -0.8 -1.0 0.8
C 3.6647 -0.5684 -0.9198 0.0 1.1 -1.1
N 2.5217 -0.2983 -0.1900 -1.6 0.2 0.8
C 1.7145 -1.4580 0.0021 0.7 0.7 0.6
O 0.5850 -1.4742 0.5041 2.0 0.0 -0.9
C 2.5947 -2.6187 -0.4859 -0.4 2.7 -0.3
C 2.4066 -3.9301 -0.2917 0.1 -1.9 -0.6
C 3.3804 -4.8108 -0.8746 -1.6 -0.2 0.5
C 4.4639 -4.2988 -1.5517 0.2 -0.9 -0.5
C 4.5786 -2.9350 -1.7567 1.1 1.6 0.7
C 3.6711 -2.0408 -1.1831 0.3 -2.0 0.4
H 1.4725 -4.1906 0.2240 0.6 -0.5 -0.2
H 3.2079 -5.8942 -0.8937 0.2 0.5 0.4
H 5.2408 -4.9882 -1.9664 -0.9 0.7 0.4
H 5.5153 -2.5906 -2.1896 -0.3 0.3 -0.2
```
Forces are in eV/Å.

Calculated values
Largest force on an atom, Eh/bohr: 0.0637
Lowest unoccupied orbital energy, eV: -1.0544
Energy relative to the best compared isomer or geometry (same formula, charge and spin), kcal per mole: 4.46
Spin multiplicity: 1

For each atom in turn, the Mulliken charge in e is:
1 Cd 1.213
2 O -0.800
3 S 1.290
4 O -0.712
5 N -0.223
6 C 0.546
7 C -0.817
8 C -0.597
9 C -1.011
10 C 1.303
11 C -0.901
12 C -0.515
13 C -0.281
14 N -0.153
15 C -0.195
16 C 0.767
17 C -0.530
18 C -0.530
19 C -0.545
20 C -0.594
21 C -0.700
22 H 0.707
23 H 0.471
24 H 0.249
25 H 0.436
26 H 0.308
27 H 0.351
28 H 0.435
29 H 0.337
30 H 0.443
31 H 0.404
32 H 0.343
33 N -0.139
34 C -0.090
35 H 0.328
36 O -0.691
37 C 0.139
38 N -0.355
39 C 0.394
40 O -0.597
41 C 0.578
42 C -0.316
43 C -0.532
44 C -0.360
45 C -0.500
46 C 0.116
47 H 0.431
48 H 0.352
49 H 0.334
50 H 0.409



[3]
This record from the OMol25 dataset describes a cluster of 4 separate species, C10H30N2O4 in total in a non-equilibrium geometry. The level of theory is ωB97M-V/def2-TZVPD.

XYZ file:
```
46
Properties=species:S:1:pos:R:3:forces:R:3
C -0.4399 0.6990 -2.3740 -0.5 -1.1 -1.8
C 0.1082 0.4654 -3.7583 0.5 -1.0 -1.8
C 1.4090 1.2208 -4.1495 -0.4 1.0 1.0
O 1.7705 0.9177 -5.4609 0.4 -0.9 -1.6
C 2.6950 1.7418 -6.1763 0.2 0.4 1.0
N 0.1405 -1.0076 -4.0274 0.4 0.4 0.4
H -1.2738 0.0020 -2.2907 -0.2 0.1 0.1
H -0.8452 1.7108 -2.3563 0.2 0.0 0.6
H 0.2151 0.4533 -1.5381 -0.2 -0.9 -1.8
H -0.6110 0.8344 -4.4895 -0.3 0.1 0.0
H 2.1806 1.1131 -3.3871 0.7 -0.9 -0.1
H 1.2558 2.2963 -4.0603 -0.6 0.4 -0.1
H 3.6069 1.8800 -5.5953 0.0 0.3 0.3
H 2.2811 2.7136 -6.4451 -0.3 0.2 0.4
H 3.0756 1.3609 -7.1240 -0.7 -1.0 0.1
H 0.8805 -1.4269 -3.4828 0.1 -0.1 0.6
H 0.4526 -1.2310 -4.9616 -0.2 0.5 -0.5
C -0.4118 -3.9181 2.2515 -0.8 1.4 0.3
C -1.1413 -2.9062 3.1683 -2.0 0.6 -0.4
C -1.9291 -1.8089 2.3970 1.7 0.9 -1.1
O -1.0085 -0.9025 1.7194 -0.6 1.3 1.2
C -0.8041 0.3840 2.4043 0.0 -2.3 -0.7
N -2.1609 -3.5606 3.9720 0.0 -1.1 1.1
H 0.3576 -3.3498 1.7288 0.2 -0.4 0.0
H -1.1514 -4.2181 1.5091 0.1 -0.2 -0.1
H -0.0551 -4.8049 2.7752 0.1 0.3 0.1
H -0.5064 -2.3263 3.8381 0.4 -0.4 0.1
H -2.5751 -1.2069 3.0360 0.1 -0.2 0.4
H -2.5611 -2.2022 1.6007 0.0 -0.4 0.0
H -1.5886 1.1355 2.3152 -0.9 -0.4 -0.1
H 0.0351 0.8671 1.9038 -0.5 -1.6 1.2
H -0.5301 0.3125 3.4569 -1.2 -2.5 -1.5
H -2.9204 -4.0152 3.4856 0.3 0.0 -0.5
H -2.5891 -3.0039 4.6979 0.3 0.3 -0.1
C 0.0075 1.5833 0.1271 1.3 0.7 0.6
O 1.1802 1.7065 0.8813 2.0 -0.7 -1.4
H 0.3838 1.4789 -0.8906 -0.7 1.8 1.9
H -0.4994 0.6914 0.4956 -0.4 0.0 -1.8
H -0.6207 2.4364 0.3834 -0.5 0.3 -0.8
H 0.9431 2.0230 1.7561 0.5 0.7 -0.5
C 0.7050 1.7192 3.9862 1.1 0.7 1.3
O 0.5203 2.6002 2.9049 -0.4 2.1 2.0
H 1.1449 2.2859 4.8068 -0.5 -0.1 0.5
H -0.2820 1.2599 4.0402 1.2 1.4 2.7
H 1.4482 0.9519 3.7691 -0.2 0.0 -0.5
H -0.2925 3.0441 3.1575 0.0 0.5 -0.6
```
Forces are in eV/Å.

Calculated values
Largest force on an atom, Eh/bohr: 0.0632
Lowest unoccupied orbital energy, eV: 0.4623
Energy relative to the best compared isomer or geometry (same formula, charge and spin), kcal per mole: 137.73
Spin multiplicity: 1

For each atom in turn, the Mulliken charge in e is:
1 C -1.558
2 C 0.541
3 C -0.794
4 O -0.314
5 C -0.796
6 N -0.729
7 H 0.405
8 H 0.453
9 H 0.354
10 H 0.224
11 H 0.366
12 H 0.389
13 H 0.314
14 H 0.302
15 H 0.276
16 H 0.241
17 H 0.310
18 C -1.337
19 C 0.570
20 C -0.886
21 O -0.514
22 C -1.021
23 N -0.669
24 H 0.295
25 H 0.314
26 H 0.382
27 H 0.246
28 H 0.375
29 H 0.411
30 H 0.419
31 H 0.398
32 H 0.180
33 H 0.234
34 H 0.245
35 C -0.639
36 O -0.723
37 H 0.389
38 H 0.183
39 H 0.288
40 H 0.667
41 C -0.783
42 O -0.528
43 H 0.316
44 H 0.582
45 H 0.274
46 H 0.344



> What is the formula in the first record?

C23H15BF3N4O6S



> The highest largest force on an atom belongs to which entry?

C23H15BF3N4O6S



> Which formula does entry 2 have?

C24H16CdN4O4S



> Which value of largest force on an atom does entry 3 give?

0.0632 Eh/bohr